{
  "formula": "C24H53Cl36N2O2PS",
  "method": "the ωB97M-V functional and the def2-TZVPD basis",
  "species": ["N", "C", "C", "O", "C", "C", "N", "C", "O", "C", "P", "S", "H", "H", "H", "H", "H", "H", "H", "H", "H", "H", "H", "H", "H", "H", "H", "H", "H", "C", "Cl", "Cl", "H", "H", "C", "Cl", "Cl", "H", "H", "C", "Cl", "Cl", "H", "H", "C", "Cl", "Cl", "H", "H", "C", "Cl", "Cl", "H", "H", "C", "Cl", "Cl", "H", "H", "C", "Cl", "Cl", "H", "H", "C", "Cl", "Cl", "H", "H", "C", "Cl", "Cl", "H", "H", "C", "Cl", "Cl", "H", "H", "C", "Cl", "Cl", "H", "H", "C", "Cl", "Cl", "H", "H", "C", "Cl", "Cl", "H", "H", "C", "Cl", "Cl", "H", "H", "C", "Cl", "Cl", "H", "H", "C", "Cl", "Cl", "H", "H", "C", "Cl", "Cl", "H", "H", "C", "Cl", "Cl", "H", "H"],
  "coordinates": [[1.3317, 2.2885, 0.1506], [1.2151, 1.4738, -1.0600], [-0.1740, 0.7639, -1.2327], [-0.4345, 0.6766, -2.6398], [-0.0227, -0.6490, -0.6501], [-1.3423, -1.4859, -0.5010], [-1.2716, -2.2331, 0.7917], [-2.6301, -0.6628, -0.4902], [-2.7011, 0.2725, 0.5785], [-3.9780, 0.9085, 0.5763], [-3.6690, 2.7385, 0.2664], [-3.2663, 3.6582, 1.9446], [0.5348, 2.9075, 0.2294], [1.4254, 1.7184, 0.9788], [1.9388, 0.6508, -0.9627], [1.4756, 2.0514, -1.9551], [-0.9047, 1.3943, -0.7088], [-1.2892, 1.0765, -2.8123], [0.4764, -0.6035, 0.3293], [0.6146, -1.1980, -1.3617], [-1.3780, -2.2177, -1.3215], [-1.1645, -1.4921, 1.4867], [-0.3447, -2.6563, 0.7819], [-2.8156, -0.2101, -1.4849], [-3.4589, -1.3844, -0.3436], [-4.4630, 0.7398, 1.5388], [-4.6003, 0.4939, -0.2363], [-4.7488, 3.3392, -0.4437], [-2.5125, 2.7453, -0.5622], [-1.8130, -2.5418, 4.4001], [-0.5377, -3.4538, 5.2172], [-1.2459, -0.9464, 3.8961], [-2.1298, -3.0914, 3.5185], [-2.6463, -2.4162, 5.0838], [-6.7604, 2.2507, 3.8493], [-6.4129, 0.6016, 4.3739], [-6.2481, 2.5018, 2.1767], [-7.8281, 2.4321, 3.9275], [-6.2204, 2.9425, 4.4891], [-4.5441, 0.7644, 7.8978], [-3.3886, 0.2692, 6.6548], [-5.6658, 1.9652, 7.2544], [-5.1050, -0.1025, 8.2304], [-4.0002, 1.1988, 8.7293], [-10.8504, 4.2732, 4.2261], [-9.6095, 3.3730, 5.1075], [-10.2330, 5.8173, 3.6321], [-11.1748, 3.6769, 3.3800], [-11.6828, 4.4593, 4.8888], [5.2042, 0.3665, -1.8604], [4.5127, 1.0944, -3.3149], [4.0828, -0.7798, -1.1115], [6.1060, -0.1711, -2.1364], [5.4316, 1.1532, -1.1481], [1.3072, -0.5204, 6.7679], [1.2763, -0.1893, 8.5052], [2.9073, -0.2178, 6.0786], [1.0474, -1.5604, 6.6052], [0.5867, 0.1238, 6.2757], [5.0647, -4.2019, -2.0266], [6.6113, -3.3687, -1.8152], [5.2237, -5.6320, -3.0535], [4.7026, -4.5120, -1.0524], [4.3591, -3.5167, -2.4845], [9.4499, 0.2744, -3.3463], [8.7381, 1.0108, -4.7907], [8.2994, -0.8080, -2.5450], [10.3243, -0.2987, -3.6355], [9.7314, 1.0615, -2.6480], [-0.9239, -3.8013, -4.1241], [0.5505, -2.9266, -3.6985], [-1.9071, -4.1570, -2.6959], [-1.5079, -3.1930, -4.8061], [-0.6502, -4.7370, -4.5993], [-1.4338, 3.5159, -5.0790], [0.0300, 4.3766, -4.6012], [-2.4727, 3.1789, -3.6849], [-1.9874, 4.1273, -5.7829], [-1.1530, 2.5743, -5.5383], [-4.7580, 5.4787, 4.9502], [-3.2499, 6.2734, 5.4115], [-5.7936, 5.1822, 6.3576], [-5.2904, 6.1162, 4.2530], [-4.5212, 4.5293, 4.4798], [6.2444, -0.0697, -7.3074], [6.0301, -1.3620, -6.1181], [4.6912, 0.5117, -7.9178], [6.7699, 0.7635, -6.8375], [6.8250, -0.4549, -8.1394], [-10.7483, 5.3797, 8.7066], [-11.6028, 5.5125, 7.1627], [-8.9986, 5.3219, 8.4773], [-10.9936, 6.2437, 9.3142], [-11.0671, 4.4699, 9.2033], [8.3216, 4.1682, -6.7448], [7.9527, 5.6788, -7.5831], [7.4151, 2.8077, -7.4219], [9.3819, 3.9627, -6.8429], [8.0564, 4.2736, -5.6984], [1.1037, -5.6265, -0.0950], [-0.1348, -5.6816, 1.1623], [1.8980, -4.0451, -0.1732], [1.8532, -6.3803, 0.1198], [0.6344, -5.8277, -1.0533], [-2.8051, -8.5728, -0.5333], [-1.4216, -9.3693, 0.2268], [-2.3769, -6.9753, -1.1559], [-3.1513, -9.1870, -1.3572], [-3.5917, -8.4602, 0.2048], [10.8835, 0.0425, 0.1886], [11.9963, -0.6000, -1.0261], [9.7893, 1.2493, -0.4995], [10.2912, -0.7742, 0.5875], [11.4610, 0.5080, 0.9793], [4.4690, -4.4624, -7.9038], [3.7661, -3.7173, -9.3444], [3.3150, -5.5288, -7.0947], [5.3357, -5.0439, -8.1983], [4.7637, -3.6795, -7.2132]],
  "mulliken_charge": [-0.60, -0.20, 1.57, -0.50, -0.55, 2.30, -0.43, -1.01, -0.35, -0.46, 0.30, -0.38, 0.26, 0.29, -0.35, 0.30, -0.91, 0.20, 0.27, -0.09, -1.59, -0.03, 0.20, 0.33, 0.66, 0.32, 0.48, 0.09, 0.00, -0.23, -0.20, -0.14, 0.28, 0.30, 0.98, -0.16, -0.25, -0.15, -0.50, -0.47, -0.06, -0.06, 0.29, 0.31, -0.31, -0.10, -0.14, 0.30, 0.23, 0.47, -0.15, -0.12, -0.50, 0.35, 0.20, -0.18, -0.17, 0.00, 0.13, 0.01, -0.13, -0.17, 0.19, 0.09, -0.50, -0.13, -0.05, 0.40, 0.14, -0.49, -0.06, -0.14, 0.36, 0.32, -0.31, -0.14, -0.11, 0.33, 0.24, 0.09, -0.17, -0.10, 0.32, -0.18, 0.41, -0.10, -0.17, -0.51, 0.39, -0.34, -0.14, -0.09, 0.31, 0.27, -0.29, -0.16, -0.13, 0.31, 0.27, -0.38, -0.11, -0.06, 0.39, 0.19, -0.38, -0.15, -0.04, 0.28, 0.28, -0.24, -0.15, -0.14, 0.26, 0.32, 0.13, -0.16, -0.16, 0.28, -0.08],
  "homo_energy_ev": -8.26,
  "e_tot_ha": -18512.58076,
  "max_force_ha_per_bohr": 0.034,
  "orbital_gap_ev": 8.6
}